The molecule C5H9NO in a non-equilibrium geometry. Source: OMol25; level of theory: wB97M-V/def2-TZVPD.

Values from the calculation:
Charge = 0
SMILES = CC1(C)COC=N1
Kohn-Sham gap = 0.39919 Eh
F_max = 3.8 eV/A

```
16
Properties=species:S:1:pos:R:3:nbo_charge:R:1
C -0.6075 -1.2129 0.7582 -0.622
C -0.2501 0.0656 0.0016 0.085
C -1.0614 1.2615 0.4598 -0.613
C 1.2602 0.3419 0.0523 -0.092
O 1.8271 -0.5670 -0.8245 -0.611
C 0.6029 -0.5928 -1.9074 0.327
N -0.4852 -0.2152 -1.4659 -0.414
H -1.6331 -1.5216 0.5337 0.220
H -0.5239 -1.0459 1.8370 0.212
H 0.0785 -2.0178 0.4730 0.225
H -0.7979 1.5003 1.4971 0.215
H -0.8469 2.1378 -0.1601 0.218
H -2.1324 1.0499 0.4143 0.221
H 1.4626 1.3782 -0.2747 0.161
H 1.6251 0.2069 1.0706 0.193
H 1.4760 -0.7668 -2.4667 0.275
```

A cluster of 2 separate species, C5H9NO in total. Source: OMol25; level of theory: wB97M-V/def2-TZVPD.

Values from the calculation:
Charge = 0
Kohn-Sham gap (alpha / beta) = 0.31574 / 0.31577 Eh
F_max = 0.5 eV/A

```
16
Properties=species:S:1:pos:R:3:nbo_charge:R:1
C 0.5063 1.3780 -1.5341 -0.232
N 0.1758 0.8050 -0.4160 -0.217
C -0.0776 0.8974 0.8812 -0.192
C 0.6691 -0.2963 0.4070 -0.170
C 0.0277 -1.6530 0.3059 0.560
O 0.6943 -2.6388 0.5450 -0.527
C -1.4636 -1.7173 0.0696 -0.726
H 1.8744 2.4637 0.1418 -0.048
H 0.0753 2.3410 -1.7788 0.205
H 1.1408 0.8442 -2.2272 0.205
H 1.4818 2.2628 0.7682 -0.003
H -0.9852 1.0938 1.4262 0.227
H 1.7545 -0.3359 0.5430 0.208
H -1.7375 -2.7417 -0.1815 0.242
H -1.9819 -1.4374 0.9938 0.239
H -1.7940 -1.0277 -0.7127 0.229
```

The molecule C5H9NO. Source: OMol25; level of theory: wB97M-V/def2-TZVPD.

Values from the calculation:
Charge = 0
Kohn-Sham gap = 0.32448 Eh
F_max = 0.6 eV/A

```
16
Properties=species:S:1:pos:R:3:nbo_charge:R:1
C -1.6334 0.0507 1.1738 -0.615
C -1.2060 -0.3592 -0.2322 -0.256
N -0.5990 0.7395 -1.0110 -0.548
C 0.6255 1.2075 -1.0773 0.117
C 1.6009 0.5376 -0.1163 -0.656
C 2.1014 -0.8425 -0.4770 0.453
O 1.5116 -1.6573 -1.1461 -0.532
H -0.7776 0.3584 1.7833 0.204
H -2.3482 0.8800 1.1526 0.211
H -2.1108 -0.7995 1.6728 0.218
H -2.0806 -0.6980 -0.7987 0.203
H -1.2572 1.2023 -1.6286 0.390
H -0.5002 -1.1910 -0.2161 0.228
H 1.2005 0.4362 0.9064 0.236
H 2.4894 1.1714 -0.0201 0.236
H 3.0965 -1.0862 -0.0486 0.111
```

The molecule C5H9NO in a non-equilibrium geometry. Source: OMol25; level of theory: wB97M-V/def2-TZVPD.

Values from the calculation:
Charge = 0
SMILES = CC[C@@]1(C)NC1=O
Kohn-Sham gap = 0.37921 Eh
F_max = 4.1 eV/A

```
16
Properties=species:S:1:pos:R:3:nbo_charge:R:1
C -1.4510 -1.2106 -0.1821 -0.643
C -0.6281 -0.4720 0.8218 -0.434
C 0.3541 0.2059 -0.0874 0.161
C -0.0211 1.4687 -0.8102 -0.666
N 1.8318 0.6567 0.8441 -0.717
C 1.7537 -0.3001 -0.1193 0.627
O 2.4947 -1.0441 -0.6746 -0.551
H -1.8019 -0.6909 -1.1011 0.217
H -2.3194 -1.6709 0.1628 0.222
H -1.0385 -2.1115 -0.6399 0.231
H 0.0119 -1.2009 1.5580 0.223
H -1.0226 0.3641 1.3202 0.222
H 0.2011 1.3797 -1.8387 0.231
H 0.5236 2.3892 -0.2790 0.264
H -1.0287 1.7570 -0.7819 0.219
H 2.1405 0.4798 1.8074 0.393
```

A structure of composition C5H9NO in a non-equilibrium geometry. Source: OMol25; level of theory: wB97M-V/def2-TZVPD.

Values from the calculation:
Charge = 0
Kohn-Sham gap = 0.31571 Eh
F_max = 1.5 eV/A

```
16
Properties=species:S:1:pos:R:3:nbo_charge:R:1
C -0.4612 0.9249 2.1676 -0.631
C -0.1700 0.2166 0.8892 -0.245
C -1.0994 -0.2832 -0.1788 -0.201
N -0.0348 0.0347 -1.1805 -0.409
C 0.3753 -0.9214 -2.1797 -0.419
C 0.7457 0.3337 -0.0815 0.466
O 2.0742 0.5231 -0.0135 -0.652
H -1.2110 1.7100 1.9808 0.210
H 0.4299 1.4139 2.5806 0.212
H -0.8789 0.2608 2.9289 0.213
H 2.1051 0.3272 0.9211 0.491
H -1.3022 -1.3620 -0.1508 0.187
H -2.0121 0.2846 -0.3380 0.185
H 1.3316 -0.5975 -2.5998 0.214
H 0.4885 -1.9376 -1.7764 0.174
H -0.3807 -0.9280 -2.9693 0.204
```

The molecule C5H9NO in a non-equilibrium geometry. Source: OMol25; level of theory: wB97M-V/def2-TZVPD.

Values from the calculation:
Charge = 0
Kohn-Sham gap (alpha / beta) = 0.23279 / 0.33901 Eh
Spin multiplicity = 3
F_max = 6.0 eV/A
Expectation value of S² = 2.04

```
16
Properties=species:S:1:pos:R:3:nbo_charge:R:1
C 0.7413 1.0991 -0.8497 0.237
C -1.5806 0.1492 0.1418 0.587
C -2.3554 -0.7382 -0.7390 -0.709
C 2.1870 -0.5563 0.5504 -0.605
C 2.0317 0.7844 -0.1501 -0.505
N -0.3989 0.5919 -0.3230 -0.598
O -2.3300 0.8091 1.0418 -0.642
H -3.0781 -0.3591 -1.4563 0.249
H -3.0672 -1.4692 -0.1864 0.223
H -1.7391 -1.4968 -1.2030 0.237
H 2.8747 -0.6262 1.3458 0.216
H 2.5117 -1.2745 -0.2075 0.202
H 1.1126 -0.9366 0.7896 0.209
H 2.7873 0.9912 -0.8424 0.219
H 2.0322 1.5560 0.6751 0.184
H -1.7291 1.4759 1.4129 0.494
```

The molecule C5H9NO2 in a non-equilibrium geometry. Source: OMol25; level of theory: wB97M-V/def2-TZVPD.

Values from the calculation:
Charge = 0
SMILES = C/C=N/CC(=O)OC
Kohn-Sham gap = 0.37745 Eh
F_max = 3.8 eV/A

```
17
Properties=species:S:1:pos:R:3:nbo_charge:R:1
C 1.0557 -2.4386 -0.6182 -0.662
C 0.8785 -1.0249 -0.1821 0.132
N 1.3646 -0.0694 -0.8476 -0.401
C 1.1098 1.3052 -0.5386 -0.394
C 0.2342 1.5661 0.6375 0.791
O 0.2792 2.1565 1.6595 -0.509
O -1.0782 1.3374 -0.0943 -0.622
C -2.2120 0.8546 0.6194 -0.256
H 1.6755 -2.9821 0.0972 0.224
H 0.0861 -2.9396 -0.6538 0.221
H 1.5136 -2.4728 -1.6039 0.233
H 0.4229 -0.8956 0.8109 0.135
H 0.1193 1.5304 -1.2508 0.324
H 2.0418 1.8638 -0.4501 0.231
H -2.2314 -0.2371 0.5949 0.170
H -3.1152 1.2599 0.1626 0.194
H -2.1443 1.1860 1.6574 0.188
```

A cluster of 2 separate species, C5H9NO2 in total in a non-equilibrium geometry. Source: OMol25; level of theory: wB97M-V/def2-TZVPD.

Values from the calculation:
Charge = 0
Kohn-Sham gap = 0.32236 Eh
F_max = 4.0 eV/A

```
17
Properties=species:S:1:pos:R:3:nbo_charge:R:1
C -0.5528 1.6163 -0.5065 -0.411
C -1.8185 -0.4411 -0.0812 -0.396
N -0.5331 0.1852 -0.2847 -0.479
C 1.9630 0.5166 1.2067 0.473
C 0.6291 -0.5024 -0.0415 0.482
C 0.7190 -1.6491 0.6695 -0.558
O 1.7177 -0.3041 -1.0341 -0.714
O 3.0223 0.2415 1.5411 -0.517
H 1.3836 0.2972 -1.7157 0.477
H -1.0901 2.1197 0.3101 0.196
H -1.0582 1.8568 -1.4547 0.190
H 0.4705 2.0058 -0.5505 0.218
H -2.5290 -0.0202 -0.7685 0.200
H -1.7373 -1.5091 -0.2835 0.223
H -2.1834 -0.2845 0.9610 0.182
H -0.0212 -1.8960 1.4073 0.209
H 1.6185 -2.2326 0.6251 0.225
```

The records above give, respectively, energy relative to the best compared isomer or geometry (same formula, charge and spin) values of 67.1; 129.9; 73.6; 85.4; 65.5; 23.5; 67.5; 72.4 kcal/mol.